No. 1
# C4H13NOS

2 unconnected molecules or ions with the total composition C4H13NOS at a distorted geometry (the ωB97M-V functional and the def2-TZVPD basis, OMol25).

Calculated values
- SMILES: CNCCCS.O
- HOMO level: -8.97 eV
- Electronic energy: -18730.82790 eV
- Kohn-Sham gap: 0.35831 Eh
- Total charge: 0

Atoms and positions in Å:
S1 4.60675 0.23876 -0.20861
N1 -0.49139 0.13307 0.53669
C1 -1.90177 0.13288 0.07399
C2 2.95601 0.05018 -0.97900
C3 0.42526 0.21677 -0.63464
C4 1.84682 0.48842 -0.01344
H1 4.99730 -1.05225 -0.26575
H2 -0.43077 0.95055 1.15704
H3 -2.17407 1.09135 -0.39906
H4 -2.62073 -0.07654 0.88385
H5 -1.97994 -0.66702 -0.68142
H6 2.89942 0.66957 -1.89474
H7 2.91917 -1.01209 -1.28836
H8 0.20768 1.15103 -1.18715
H9 0.34405 -0.62405 -1.35010
H10 1.90113 1.55364 0.28291
H11 1.99932 -0.12243 0.89709
O1 -5.22091 -1.43306 1.62601
H12 -4.74837 -0.78778 1.05280
H13 -5.53493 -0.90100 2.39189

Just the natural (NBO) charges please, in e? Sure, here they are: -0.060, -0.619, -0.417, -0.508, -0.222, -0.418, 0.127, 0.352, 0.164, 0.189, 0.194, 0.210, 0.224, 0.160, 0.200, 0.206, 0.219, -0.937, 0.468, 0.470

No. 2
# C4H13NOS

2 unconnected molecules or ions with the total composition C4H13NOS at a distorted geometry (the ωB97M-V functional and the def2-TZVPD basis, OMol25).

Calculated values
- SMILES: CN[C@H](C)CS.O
- HOMO level: -9.11 eV
- Electronic energy: -18730.93781 eV
- Kohn-Sham gap: 0.36425 Eh
- Total charge: 0

Atoms and positions in Å:
C1 1.22100 1.73584 -1.13238
N1 -0.07859 1.30077 -0.57979
C2 -0.32863 -0.13432 -0.61851
C3 0.26186 -0.81230 0.66856
S1 0.80727 -2.51255 0.24321
C4 -1.85501 -0.39210 -0.67686
H1 1.89204 0.87882 -1.04764
H2 1.03139 2.22192 -2.09021
H3 1.65978 2.56529 -0.57842
H4 -0.85574 1.86162 -0.89272
H5 0.09537 -0.61001 -1.53495
H6 1.10957 -0.21427 0.97953
H7 -0.50911 -0.82900 1.43369
H8 0.07819 -2.83993 -0.84747
H9 -2.10658 -1.45293 -0.60198
H10 -2.21047 0.22967 0.15326
H11 -2.22364 -0.00708 -1.61987
H12 0.23873 3.07943 1.66331
H13 -0.87348 2.02005 1.25778
O1 -0.65716 2.77460 1.82779

Just the natural (NBO) charges please, in e? Sure, here they are: -0.416, -0.673, -0.038, -0.517, -0.067, -0.617, 0.209, 0.194, 0.188, 0.373, 0.173, 0.229, 0.216, 0.123, 0.224, 0.202, 0.210, 0.469, 0.485, -0.966

No. 3
# C4H13NOS

2 unconnected molecules or ions with the total composition C4H13NOS at a distorted geometry (the ωB97M-V functional and the def2-TZVPD basis, OMol25).

Calculated values
- Multiplicity: 2
- <S²>: 0.754
- HOMO level (alpha / beta): -13.35 / -13.35 eV
- Electronic energy: -18722.68924 eV
- Kohn-Sham gap (alpha / beta): 0.37340 / 0.19486 Eh
- Total charge: +1

Atoms and positions in Å:
C1 -2.14113 -0.69316 0.18487
N1 -0.80957 -1.14601 -0.11754
C2 0.01366 -1.81687 0.87293
C3 0.55268 -0.87563 1.95224
S1 1.49705 0.60383 1.34895
C4 -2.27069 0.74807 0.67946
H1 -2.70168 -0.81647 -0.74924
H2 -2.58748 -1.35007 0.92152
H3 -0.31159 -0.45888 -0.68929
H4 0.84670 -2.35249 0.42479
H5 -0.63298 -2.55879 1.33086
H6 -0.21447 -0.38587 2.54298
H7 1.14950 -1.50910 2.60079
H8 1.41972 0.40255 0.02957
H9 -1.88354 0.84024 1.69784
H10 -1.85410 1.52350 0.04662
H11 -3.33575 0.97968 0.76945
H12 4.03564 2.49726 -4.10082
H13 4.50541 3.63255 -5.00983
O1 4.72262 2.73566 -4.73615

Just the natural (NBO) charges please, in e? Sure, here they are: -0.287, -0.084, -0.290, -0.506, 0.033, -0.612, 0.272, 0.237, 0.406, 0.264, 0.246, 0.233, 0.262, 0.093, 0.231, 0.241, 0.264, 0.460, 0.472, -0.931

No. 4
# C4H13NOS2

2 unconnected molecules or ions with the total composition C4H13NOS2 at a distorted geometry (the ωB97M-V functional and the def2-TZVPD basis, OMol25).

Calculated values
- SMILES: CN[C@H](C)CSS.O
- HOMO level: -7.91 eV
- Electronic energy: -29563.90602 eV
- Kohn-Sham gap: 0.31000 Eh
- Total charge: 0

Atoms and positions in Å:
S1 1.28784 0.77310 3.33550
S2 -0.52188 1.28803 2.36737
C1 -0.19599 1.22951 0.56009
C2 -1.00997 0.05083 -0.07675
C3 -2.50190 -0.02072 0.17296
N1 -0.25647 -0.30381 -1.26401
C4 0.00567 -1.75135 -1.28464
H1 2.20809 1.28043 2.38397
H2 0.80883 1.42249 0.11611
H3 -0.62904 2.18290 0.20574
H4 -0.74455 -0.72232 0.67720
H5 -3.28856 0.41739 -0.61727
H6 -2.56823 0.59501 1.13915
H7 -3.01052 -1.02745 0.21982
H8 -0.74391 -0.06659 -2.15454
H9 1.09993 -2.00828 -0.88992
H10 0.50439 -2.05692 -2.24293
H11 -0.74396 -2.28109 -0.81210
H12 3.90940 0.95495 -0.62290
H13 3.20025 -0.30867 -0.89844
O1 3.19058 0.35256 -0.31439

Just the natural (NBO) charges please, in e? Sure, here they are: -0.167, 0.057, -0.543, -0.097, -0.638, -0.635, -0.432, 0.159, 0.284, 0.213, 0.196, 0.201, 0.233, 0.225, 0.358, 0.178, 0.215, 0.190, 0.468, 0.459, -0.924

No. 5
# C4H13NP

2 unconnected molecules or ions with the total composition C4H13NP at a distorted geometry (the ωB97M-V functional and the def2-TZVPD basis, OMol25).

Calculated values
- HOMO level (alpha / beta): -13.08 / -11.28 eV
- Electronic energy: -15126.65487 eV
- Kohn-Sham gap (alpha / beta): 0.33362 / 0.21724 Eh
- Total charge: +1

Atoms and positions in Å:
C1 2.19395 -0.36124 -0.68345
C2 -2.34471 -1.12082 -0.99023
C3 -2.42613 1.40948 0.06158
C4 1.55303 -0.06233 1.59766
N1 2.69108 0.09202 0.59861
P1 -1.14284 0.24395 -0.70456
H1 1.63578 -1.29884 -0.45228
H2 1.44722 0.23077 -1.17164
H3 3.01829 -0.44445 -1.38673
H4 -3.06224 -1.16251 -0.17329
H5 -1.67593 -1.95364 -0.93438
H6 -2.80905 -1.04471 -1.98646
H7 -2.12082 1.66702 1.05575
H8 -3.42597 0.97400 0.13626
H9 -2.68160 2.28282 -0.50877
H10 0.88582 0.83940 1.75149
H11 1.86215 -0.58475 2.48225
H12 3.32961 -0.71458 0.79711
H13 3.07234 1.00841 0.51107

Just the natural (NBO) charges please, in e? Sure, here they are: -0.447, -0.955, -0.958, -0.133, -0.553, 0.551, 0.237, 0.261, 0.233, 0.242, 0.226, 0.259, 0.232, 0.235, 0.251, 0.219, 0.199, 0.454, 0.448

No. 6
# C4H13NS

2 unconnected molecules or ions with the total composition C4H13NS at a distorted geometry (the ωB97M-V functional and the def2-TZVPD basis, OMol25).

Calculated values
- SMILES: CCN.CSC
- HOMO level: -8.62 eV
- Electronic energy: -16683.13057 eV
- Kohn-Sham gap: 0.34997 Eh
- Total charge: 0

Atoms and positions in Å:
C1 -2.09090 -0.06111 1.15920
S1 -0.96739 1.31194 0.95746
C2 -1.75454 1.91448 -0.55619
H1 -2.97976 0.14221 1.73690
H2 -2.56572 -0.54217 0.29712
H3 -1.53431 -0.80827 1.67713
H4 -1.58843 1.11850 -1.23173
H5 -1.35576 2.92388 -0.77960
H6 -2.88713 1.96859 -0.44660
C3 1.33483 -1.77279 -1.81346
C4 2.04207 -1.89766 -0.44850
N1 2.63323 -0.63225 -0.11850
H7 0.70762 -0.81288 -1.82677
H8 0.54772 -2.50251 -1.78267
H9 2.01139 -1.86296 -2.65731
H10 2.87163 -2.69390 -0.49785
H11 1.36064 -2.18115 0.29054
H12 1.96643 0.07942 0.04466
H13 3.30252 -0.49158 0.63994

Just the natural (NBO) charges please, in e? Sure, here they are: -0.770, 0.195, -0.736, 0.214, 0.219, 0.225, 0.213, 0.233, 0.212, -0.610, -0.203, -0.866, 0.198, 0.201, 0.216, 0.182, 0.158, 0.356, 0.363

No. 7
# C4H13NS

2 unconnected molecules or ions with the total composition C4H13NS at a distorted geometry (the ωB97M-V functional and the def2-TZVPD basis, OMol25).

Calculated values
- SMILES: CCN.CSC
- HOMO level: -8.33 eV
- Electronic energy: -16683.33584 eV
- Kohn-Sham gap: 0.34359 Eh
- Total charge: 0

Atoms and positions in Å:
C1 -0.77151 2.36172 2.92580
S1 -0.77766 0.64722 3.34550
C2 -2.28720 0.02082 2.48375
H1 -1.18722 2.96339 3.73477
H2 -1.43649 2.51102 2.07612
H3 0.20035 2.79331 2.67890
H4 -2.90529 0.87806 2.22424
H5 -2.11793 -0.65499 1.66317
H6 -2.83271 -0.57586 3.22195
C3 2.44441 -1.40742 -2.81621
C4 1.33266 -0.68278 -2.01860
N1 -0.03990 -1.14246 -2.14445
H7 2.06271 -1.89477 -3.72096
H8 3.18921 -0.68967 -3.17062
H9 2.93945 -2.16998 -2.21757
H10 1.60645 -0.88718 -0.96593
H11 1.38875 0.39643 -2.12502
H12 -0.60273 -0.43389 -2.58329
H13 -0.20535 -2.03298 -2.59155

Just the natural (NBO) charges please, in e? Sure, here they are: -0.765, 0.175, -0.724, 0.211, 0.220, 0.228, 0.215, 0.221, 0.219, -0.629, -0.220, -0.851, 0.202, 0.212, 0.208, 0.172, 0.187, 0.358, 0.362

No. 8
# C4H13NS

2 unconnected molecules or ions with the total composition C4H13NS at a distorted geometry (the ωB97M-V functional and the def2-TZVPD basis, OMol25).

Calculated values
- SMILES: CNC.CSC
- HOMO level: -8.41 eV
- Electronic energy: -16683.04233 eV
- Kohn-Sham gap: 0.34250 Eh
- Total charge: 0

Atoms and positions in Å:
C1 -0.21511 -2.38648 -1.41131
S1 -1.64994 -3.50243 -1.32139
C2 -2.98673 -2.39362 -1.75616
H1 -0.41797 -1.61054 -2.14408
H2 0.65054 -2.96118 -1.71998
H3 -0.12690 -1.91653 -0.43462
H4 -3.90410 -2.95905 -1.63642
H5 -2.99293 -1.42123 -1.27159
H6 -2.92901 -2.21512 -2.83850
C3 0.91455 2.74039 2.33739
N1 1.47703 2.69714 0.98997
C4 1.87395 1.31558 0.65419
H7 1.52555 2.61116 3.23842
H8 0.52784 3.75451 2.56863
H9 -0.00867 2.16657 2.28841
H10 2.31813 3.25815 0.91382
H11 1.59572 1.09865 -0.38817
H12 1.38715 0.52416 1.21512
H13 2.96089 1.19988 0.71627

Just the natural (NBO) charges please, in e? Sure, here they are: -0.736, 0.174, -0.754, 0.215, 0.230, 0.214, 0.233, 0.216, 0.209, -0.432, -0.621, -0.425, 0.174, 0.193, 0.197, 0.351, 0.188, 0.195, 0.180

No. 9
# C4H13O4

3 unconnected molecules or ions with the total composition C4H13O4 at a distorted geometry (the ωB97M-V functional and the def2-TZVPD basis, OMol25).

Calculated values
- HOMO level: -3.90 eV
- Electronic energy: -12549.50493 eV
- Kohn-Sham gap: 0.27682 Eh
- Total charge: -1

Atoms and positions in Å:
C1 1.30668 -0.33700 1.08243
O1 2.64906 -0.60232 0.62602
C2 0.78042 0.89602 0.35698
C3 -0.06110 0.45114 -0.91484
C4 -0.45411 1.79523 -1.62894
O2 -1.16881 -0.23454 -0.48710
H1 1.37173 -0.11511 2.13289
H2 0.60319 -1.14183 0.85219
H3 0.08772 1.43241 1.00301
H4 1.64740 1.44709 -0.01819
H5 0.68061 -0.14256 -1.48109
H6 -1.40604 1.98445 -1.15461
H7 -0.54114 1.70763 -2.71124
H8 0.24832 2.55265 -1.29236
H9 -1.04082 -1.79551 -0.99438
H10 -0.42805 -3.00391 -0.25568
H11 2.89422 -1.48432 0.91775
O3 -0.72764 -2.74932 -1.12832
H12 -1.88764 0.04332 0.98425
H13 -2.46210 -0.78826 2.14027
O4 -2.09190 0.08475 1.97094

Just the natural (NBO) charges please, in e? Sure, here they are: -0.075, -0.748, -0.455, 0.138, -0.654, -0.971, 0.145, 0.185, 0.207, 0.188, 0.124, 0.216, 0.189, 0.181, 0.517, 0.441, 0.454, -1.021, 0.518, 0.444, -1.020

No. 10
# C4H14B2BeCl10

A molecular structure, C4H14B2BeCl10 at a distorted geometry (the ωB97M-V functional and the def2-TZVPD basis, OMol25).

Calculated values
- HOMO level: -9.31 eV
- Electronic energy: -131334.14574 eV
- Kohn-Sham gap: 0.27981 Eh
- Total charge: 0

Atoms and positions in Å:
Be1 -1.81319 -0.92700 -0.16164
B1 -0.27835 0.06491 -0.13887
H1 0.62378 0.64297 -0.01139
H2 -0.05622 -0.80777 -0.73328
H3 -0.63417 -0.30454 0.81042
H4 -1.08910 0.58821 -0.62165
B2 -2.26130 -2.23147 1.23233
H5 -1.95636 -2.89749 0.44008
H6 -1.44187 -1.53921 1.34876
H7 -3.11235 -1.65019 0.91284
H8 -2.55814 -2.76621 2.12126
C1 0.83725 0.31802 -2.41137
Cl1 1.78196 1.60110 -3.18725
Cl2 1.85429 -1.16902 -2.53517
Cl3 -0.68666 0.02409 -3.35716
H9 0.61616 0.61731 -1.38685
C2 1.45783 -1.80948 0.06204
Cl4 -0.21601 -2.53565 0.33576
Cl5 2.56027 -2.98772 -0.73084
Cl6 2.21292 -1.20445 1.56521
H10 1.38831 -0.92502 -0.57121
C3 -0.15600 2.59004 -0.42964
Cl7 -0.39735 2.26560 -2.13348
Cl8 1.16568 3.74879 -0.17951
H11 -1.05658 3.03306 -0.00445
H12 0.11962 1.70721 0.14720
C4 0.62059 1.16031 1.95612
Cl9 2.01284 1.92740 1.33840
Cl10 -0.68565 2.40774 2.08211
H13 0.32556 0.33571 1.30720
H14 0.82228 0.72284 2.93389

Just the natural (NBO) charges please, in e? Sure, here they are: 1.727, -1.154, 0.087, 0.079, 0.027, 0.054, -0.904, 0.020, -0.018, 0.019, 0.124, -0.325, 0.020, 0.023, -0.031, 0.272, -0.338, 0.026, 0.009, 0.002, 0.250, -0.499, 0.040, -0.036, 0.240, 0.266, -0.481, 0.049, -0.057, 0.262, 0.247

Energy relative to the best compared isomer or geometry (same formula, charge and spin) / kcal per mole: 27.3, 24.8, 22.4, 80.2, 113.2, 22.1, 17.4, 24.2, 16.8, 316.6